Molecular formula: C8H6O4
Method: DFT, the ωB97M-V functional and the def2-TZVPD basis

- LUMO energy (spin up / spin down): -0.9 / -0.9 eV
- Energy relative to the best compared isomer or geometry (same formula, charge and spin): 102.4 kcal per mole
- Frontier orbital gap (spin up / spin down): 8.0230 / 8.0194 eV

Last column: Löwdin charge in e.
Atoms and positions in Å:
C -0.514 -0.875 -1.579  -0.005
C 0.568 -1.300 -1.014  0.128
C 1.472 -1.335 0.036  -0.496
C 2.132 0.842 0.192  -0.414
C -1.649 0.163 0.442  -0.071
C -0.367 0.359 1.282  -0.056
C -1.149 0.433 -0.995  -0.241
C 0.601 0.774 0.219  -0.094
O 1.411 -2.021 1.029  0.097
O 2.775 1.839 0.299  0.176
O 2.599 -0.374 -0.044  0.139
O -0.033 1.267 -0.835  0.070
H -0.981 -1.298 -2.450  0.105
H -2.051 -0.843 0.535  0.127
H -2.421 0.881 0.716  0.117
H -0.468 1.154 2.027  0.139
H -0.051 -0.546 1.810  0.124
H -1.875 0.882 -1.669  0.155

=====

Molecular formula: C3H5Cl2O4S
Method: DFT, the ωB97M-V functional and the def2-TZVPD basis

- LUMO energy: 3.4 eV
- Charge: -1
- Energy relative to the best compared isomer or geometry (same formula, charge and spin): 12.7 kcal per mole
- SMILES: C[C@H](Cl)[C@](O)(Cl)S(=O)(=O)[O-]
- Frontier orbital gap: 9.1141 eV

Last column: Löwdin charge in e.
Atoms and positions in Å:
C 1.866 0.899 0.711  -0.125
C 0.952 -0.068 -0.104  -0.643
C -0.418 -0.022 0.379  -1.023
O -0.777 -1.930 -1.683  -0.374
O -2.275 -2.005 0.319  -0.404
O -2.566 -0.238 -1.232  -0.383
O -1.101 1.157 0.279  -0.131
S -1.591 -1.241 -0.706  0.455
Cl 0.837 0.648 -1.843  0.573
Cl -0.392 -0.652 2.001  0.746
H 1.620 1.994 0.554  0.097
H 2.832 0.910 0.320  0.038
H 1.641 0.643 1.721  0.017
H 1.227 -1.060 -0.303  0.075
H -1.853 0.966 -0.414  0.082

=====

Molecular formula: C48H46F6O12
Method: DFT, the ωB97M-V functional and the def2-TZVPD basis

- LUMO energy: -0.2 eV
- Energy relative to the best compared isomer or geometry (same formula, charge and spin): 0.0 kcal per mole
- SMILES: Fc1ccccc1.Fc1ccccc1.Fc1ccccc1.Fc1ccccc1.Fc1ccccc1.Fc1ccccc1.O=C1OCCO1.O=C1OCCO1.O=C1OCCO1.O=C1OCCO1
- Frontier orbital gap: 8.7109 eV

Last column: Löwdin charge in e.
Atoms and positions in Å:
F 4.447 -2.301 -1.433  0.070
C 4.717 -1.272 -0.615  -0.297
C 5.267 -0.063 -1.047  -0.010
C 5.666 0.904 -0.114  -0.077
C 5.495 0.644 1.232  -0.088
C 4.917 -0.544 1.690  -0.045
C 4.465 -1.442 0.715  -0.034
H 5.578 0.014 -2.079  0.111
H 6.099 1.868 -0.339  0.108
H 5.671 1.432 1.949  0.108
H 4.633 -0.727 2.716  0.100
H 3.975 -2.360 1.005  0.119
F -4.351 0.021 -3.272  0.073
C -4.159 -1.003 -4.092  -0.312
C -4.355 -2.270 -3.533  -0.019
C -4.050 -3.390 -4.291  -0.069
C -3.665 -3.243 -5.629  -0.084
C -3.470 -1.966 -6.161  -0.079
C -3.700 -0.849 -5.366  -0.034
H -4.822 -2.344 -2.562  0.115
H -4.113 -4.381 -3.866  0.106
H -3.434 -4.067 -6.289  0.100
H -3.259 -1.817 -7.209  0.104
H -3.633 0.142 -5.791  0.115
F 0.157 -6.249 5.308  0.050
C 0.303 -4.910 5.436  -0.277
C 0.969 -4.179 4.446  0.001
C 1.251 -2.764 4.647  -0.055
C 0.898 -2.207 5.886  -0.094
C 0.147 -2.928 6.813  -0.086
C -0.152 -4.245 6.586  -0.030
H 1.187 -4.623 3.487  0.100
H 1.746 -2.193 3.876  0.078
H 1.111 -1.154 5.996  0.084
H -0.109 -2.398 7.718  0.108
H -0.701 -4.861 7.282  0.113
F -1.221 0.319 6.183  0.050
C -2.280 0.640 5.412  -0.251
C -3.371 1.335 5.970  -0.006
C -4.448 1.699 5.123  -0.081
C -4.464 1.215 3.818  -0.095
C -3.420 0.413 3.286  -0.073
C -2.278 0.204 4.055  -0.006
H -3.481 1.692 6.983  0.107
H -5.247 2.333 5.479  0.100
H -5.288 1.549 3.204  0.095
H -3.562 0.030 2.286  0.090
H -1.412 -0.353 3.728  0.094
F -1.201 2.871 1.706  0.043
C -2.406 2.982 1.085  -0.259
C -2.778 2.101 0.070  -0.025
C -3.973 2.264 -0.649  -0.055
C -4.856 3.220 -0.182  -0.114
C -4.535 4.017 0.863  -0.108
C -3.263 4.051 1.423  0.003
H -2.026 1.363 -0.169  0.094
H -4.205 1.651 -1.507  0.089
H -5.764 3.401 -0.739  0.105
H -5.224 4.803 1.136  0.105
H -2.871 4.708 2.185  0.115
F 1.084 -0.080 -2.191  0.008
C 0.212 -0.614 -1.257  -0.207
C -1.120 -0.959 -1.648  -0.012
C -1.994 -1.466 -0.688  -0.075
C -1.504 -1.732 0.621  -0.067
C -0.195 -1.380 1.012  -0.067
C 0.631 -0.760 0.093  -0.017
H -1.602 -0.923 -2.614  0.097
H -2.962 -1.884 -0.922  0.092
H -2.164 -2.160 1.361  0.099
H 0.093 -1.555 2.038  0.089
H 1.670 -0.509 0.254  0.097
C 0.518 2.146 -5.284  -0.106
C -0.824 1.516 -5.677  -0.115
O -1.385 1.471 -4.391  0.052
C -0.930 2.481 -3.649  -0.602
O -1.381 2.955 -2.613  0.142
O 0.130 2.932 -4.192  0.096
H 1.068 2.632 -6.090  0.138
H 1.179 1.332 -4.987  0.127
H -0.646 0.463 -5.898  0.132
H -1.330 2.041 -6.487  0.138
C 3.209 3.729 -2.252  -0.122
C 2.249 2.992 -1.308  -0.120
O 2.638 3.444 -0.061  0.057
C 3.649 4.314 -0.130  -0.520
O 4.148 4.998 0.788  0.108
O 4.154 4.234 -1.363  0.058
H 2.769 4.573 -2.782  0.133
H 3.698 3.079 -2.977  0.131
H 2.380 1.913 -1.386  0.118
H 1.252 3.359 -1.552  0.128
C 1.290 1.404 2.662  -0.147
C 1.749 2.672 3.326  -0.149
O 2.722 2.283 4.242  0.042
C 2.661 0.858 4.356  -0.433
O 3.311 0.101 5.100  0.101
O 1.624 0.435 3.597  0.022
H 1.860 1.308 1.738  0.119
H 0.206 1.343 2.568  0.112
H 1.057 3.250 3.938  0.138
H 2.267 3.393 2.695  0.125
C 2.855 -2.748 -4.184  -0.162
C 1.527 -3.419 -4.216  -0.083
O 2.036 -4.753 -4.325  0.074
C 3.320 -4.895 -4.172  -0.579
O 3.842 -5.999 -4.041  0.125
O 3.860 -3.690 -3.982  0.076
H 2.917 -2.073 -3.331  0.116
H 3.109 -2.354 -5.168  0.139
H 0.978 -3.183 -5.128  0.134
H 0.959 -3.296 -3.294  0.132

=====

Molecular formula: C26H23FN2O4
Method: DFT, the ωB97M-V functional and the def2-TZVPD basis

- LUMO energy: -0.3 eV
- SMILES: CCCOc1ccc(/C(O)=C2\C(=O)C(=O)N(c3ccccn3)[C@@H]2c2ccccc2F)cc1C
- Frontier orbital gap: 8.3806 eV

Last column: Löwdin charge in e.
Atoms and positions in Å:
C 8.071 2.033 0.057  -0.109
H 9.112 1.975 0.365  0.070
C 7.403 0.672 0.196  -0.230
C 5.941 0.725 -0.227  -0.211
O 5.383 -0.574 -0.071  -0.074
C 4.023 -0.625 -0.291  -0.234
C 3.554 -0.938 -1.561  0.012
C 2.199 -1.021 -1.805  -0.017
C 1.292 -0.763 -0.778  -0.151
C 1.767 -0.476 0.497  0.031
C 3.125 -0.404 0.760  -0.173
C 3.613 -0.091 2.139  -0.019
H 4.655 -0.381 2.248  0.080
H 3.015 -0.614 2.882  0.085
H 3.520 0.978 2.331  0.093
H 1.065 -0.313 1.299  0.134
C -0.149 -0.839 -1.038  -0.182
C -1.037 0.101 -0.634  -0.042
C -0.755 1.398 -0.046  -0.256
O 0.309 1.913 0.214  0.130
C -2.112 2.075 0.149  -0.330
O -2.295 3.176 0.611  0.116
N -3.064 1.209 -0.313  0.081
C -4.438 1.409 -0.353  -0.228
N -5.117 0.462 -0.993  0.135
C -6.432 0.569 -1.069  -0.130
C -7.144 1.619 -0.519  -0.070
C -6.431 2.610 0.144  -0.060
C -5.056 2.515 0.236  0.021
H -4.470 3.263 0.741  0.101
H -6.944 3.450 0.588  0.108
H -8.218 1.664 -0.605  0.098
H -6.926 -0.234 -1.601  0.108
C -2.525 -0.043 -0.828  -0.158
C -3.071 -1.236 -0.079  -0.127
C -3.748 -2.256 -0.733  -0.036
C -4.240 -3.343 -0.034  -0.081
C -4.067 -3.430 1.337  -0.082
C -3.392 -2.429 2.011  -0.005
C -2.902 -1.353 1.295  -0.204
F -2.233 -0.390 1.969  0.088
H -3.238 -2.467 3.078  0.117
H -4.456 -4.275 1.884  0.103
H -4.766 -4.125 -0.561  0.101
H -3.891 -2.184 -1.799  0.119
H -2.793 -0.150 -1.886  0.162
O -0.606 -1.906 -1.730  0.116
H 0.129 -2.497 -1.946  0.123
H 1.846 -1.238 -2.805  0.120
H 4.268 -1.116 -2.351  0.122
H 5.858 1.040 -1.278  0.134
H 5.391 1.449 0.389  0.131
H 7.918 -0.067 -0.420  0.114
H 7.454 0.333 1.232  0.112
H 7.569 2.771 0.678  0.073
H 8.036 2.373 -0.975  0.072

=====

Molecular formula: C41H43BrF4N3O3PRuSi2
Method: DFT, the ωB97M-V functional and the def2-TZVPD basis

- LUMO energy (spin up / spin down): -8.6 / -8.6 eV
- Charge: +2
- Frontier orbital gap (spin up / spin down): 4.2618 / 4.2630 eV

Last column: Löwdin charge in e.
Atoms and positions in Å:
Ru -0.251 -0.587 0.097  0.865
F -0.394 3.792 5.676  0.182
C -0.005 2.856 4.842  -0.119
C 1.137 2.114 5.110  -0.118
F 1.835 2.350 6.200  0.177
C 1.536 1.128 4.217  -0.206
F 2.651 0.461 4.480  0.141
C 0.810 0.848 3.068  -0.305
P 1.359 -0.357 1.839  1.046
C 2.957 0.295 1.324  -0.337
C 2.990 1.596 0.815  -0.097
C 4.199 2.169 0.469  -0.063
C 5.378 1.446 0.612  -0.049
C 5.347 0.153 1.112  -0.046
C 4.139 -0.424 1.477  -0.055
C 1.606 -1.946 2.664  -0.344
C 2.095 -3.010 1.904  -0.095
C 2.246 -4.262 2.477  -0.049
C 1.896 -4.469 3.804  -0.052
C 1.392 -3.420 4.560  -0.058
C 1.245 -2.164 3.993  -0.097
C -0.313 1.626 2.813  -0.498
Br -1.309 1.435 1.203  1.036
C -0.730 2.616 3.678  -0.245
F -1.802 3.350 3.418  0.111
H 2.075 2.163 0.689  0.100
H 4.227 3.182 0.089  0.115
H 6.323 1.897 0.343  0.117
H 6.266 -0.404 1.236  0.117
H 4.132 -1.422 1.893  0.105
H 2.361 -2.864 0.865  0.096
H 2.638 -5.079 1.886  0.117
H 2.021 -5.446 4.250  0.116
H 1.130 -3.575 5.598  0.114
H 0.859 -1.356 4.602  0.100
C -0.086 3.446 -1.669  -0.148
Si -1.152 2.447 -2.847  0.518
C -2.248 3.605 -3.820  -0.141
C -0.124 1.440 -4.041  -0.140
C -2.308 1.258 -1.903  -0.057
C -2.238 -0.149 -2.310  -0.347
C -2.955 -0.559 -3.446  -0.009
C -2.857 -1.850 -3.906  -0.001
C -2.031 -2.745 -3.227  -0.008
C -1.369 -2.295 -2.115  -0.123
N -1.473 -1.033 -1.640  0.009
Si -3.937 1.807 -1.109  0.475
C -5.248 1.941 -2.436  -0.131
C -3.704 3.487 -0.310  -0.169
C -4.471 0.473 0.105  -0.163
H 0.806 3.797 -2.193  0.054
H 0.247 2.865 -0.810  -0.021
H -0.622 4.326 -1.309  0.043
H -1.630 4.234 -4.465  0.064
H -2.830 4.270 -3.180  0.037
H -2.938 3.057 -4.465  0.040
H 0.762 1.996 -4.355  0.052
H -0.702 1.221 -4.942  0.047
H 0.214 0.489 -3.628  0.027
H -3.570 0.167 -3.959  0.120
H -3.404 -2.161 -4.785  0.131
H -1.898 -3.765 -3.558  0.127
H -0.705 -2.948 -1.566  0.111
H -4.961 2.632 -3.229  0.035
H -6.163 2.331 -1.982  0.067
H -5.496 0.977 -2.880  0.042
H -3.956 4.272 -1.027  0.041
H -2.692 3.685 0.042  -0.001
H -4.380 3.603 0.540  0.053
H -5.110 -0.250 -0.408  0.048
H -5.050 0.891 0.930  0.051
H -3.636 -0.086 0.535  -0.018
O 2.970 -2.944 -2.541  0.099
C 3.395 -1.708 -2.850  -0.238
C 4.455 -1.604 -3.750  0.013
C 4.951 -0.363 -4.081  -0.037
C 4.406 0.808 -3.538  -0.065
C 3.350 0.720 -2.674  -0.024
C 2.824 -0.538 -2.315  -0.080
C 1.699 -0.605 -1.424  -0.544
O 1.261 -1.704 -0.911  -0.143
O 1.031 0.428 -1.062  -0.204
H 2.261 -2.891 -1.885  0.078
H 4.868 -2.514 -4.162  0.130
H 5.778 -0.292 -4.776  0.119
H 4.817 1.772 -3.805  0.111
H 2.898 1.609 -2.256  0.112
C -2.838 -2.743 4.471  0.025
N -2.429 -2.594 3.076  -0.098
C -2.785 -3.405 2.025  -0.023
C -2.190 -2.889 0.923  -0.098
N -1.467 -1.764 1.282  -0.116
C -1.648 -1.631 2.596  -0.184
H -3.281 -3.726 4.596  0.102
H -3.569 -1.981 4.730  0.102
H -1.963 -2.664 5.113  0.093
H -3.425 -4.259 2.156  0.134
H -2.255 -3.239 -0.088  0.087
H -1.243 -0.849 3.215  0.115

=====

E_tot, respectively: -609.2730, -1736.9131, -3358.6675, -1514.9268, -5966.4225 a.u..